A structure of composition C18H36Cu2O20S4 at a distorted geometry. Source: OMol25; level of theory: the ωB97M-V functional and the def2-TZVPD basis.

Gap between HOMO and LUMO (spin up / spin down) = 6.373 / 5.348 eV
Molecular weight = 827.83 g mol⁻¹
2S+1 = 3
Net charge = -2
E_tot = -7085.920069 Eh

```
80
Properties=species:S:1:pos:R:3:forces:R:3
Cu 0.2059 -0.3314 1.0469 -0.477 0.505 -0.317
Cu 3.8782 0.8251 -0.9441 -2.312 0.143 1.450
S 3.5406 -1.0440 0.8708 -0.047 -1.716 2.096
O 2.2121 -0.7838 1.3816 -2.894 0.530 1.115
O 4.3894 0.1146 1.0661 1.943 3.410 -0.515
O 4.0948 -2.1629 1.5775 0.483 -1.307 0.024
O 3.4755 -1.1901 -0.5721 0.041 -0.592 -3.581
S -1.6203 1.5631 1.4047 -2.147 4.302 0.261
O -1.7821 0.3615 0.5803 0.977 -3.157 -1.662
O -1.4451 2.7945 0.6605 0.794 -0.369 -0.760
O -2.8127 1.7545 2.1977 -1.077 -0.961 1.681
O -0.4295 1.2514 2.2164 2.288 -0.745 1.399
S 1.4522 1.8334 -1.0600 -3.944 2.093 -0.599
O 2.3415 1.4731 -2.1876 2.105 -0.821 -3.068
O 0.8103 0.5745 -0.6815 -1.402 -0.332 -0.535
O 2.4793 2.0750 -0.0786 3.542 1.281 3.519
O 0.5953 3.0218 -1.2844 1.906 -2.905 -0.176
C -4.2504 4.1542 -2.9923 -0.359 -0.101 -0.725
C -3.7437 2.7413 -3.2922 -0.958 0.031 -1.378
C -2.5175 2.6427 -2.4922 0.955 -0.279 2.491
O -2.0889 4.0058 -2.2795 1.112 -0.990 0.475
C -2.9397 4.9013 -2.9020 0.304 -0.092 -0.129
H -4.7346 4.1993 -2.0168 -0.035 -0.146 0.055
H -4.9423 4.5405 -3.7408 -0.054 0.059 -0.088
H -3.3263 2.6314 -4.2931 -0.544 0.716 -0.705
H -4.4745 1.9328 -3.2782 -0.056 0.013 0.770
H -1.8193 1.9707 -2.9913 0.709 0.559 -0.098
H -2.5859 2.2565 -1.4752 -0.337 -0.222 0.032
H -2.4291 5.1172 -3.8404 -0.690 0.513 -0.784
H -2.9945 5.8139 -2.3084 -0.011 0.066 0.075
C 1.0677 -0.4543 -4.7721 0.501 0.049 -0.770
C 1.4368 -1.7147 -5.5534 -0.525 -0.033 0.517
C 0.1496 -2.5100 -5.3465 0.154 -0.069 0.514
O 0.0281 -2.3954 -3.9297 -0.638 -0.860 0.192
C 0.2948 -1.0473 -3.5392 0.912 1.018 -1.601
H 0.4859 0.1382 -5.4782 -0.704 0.202 0.424
H 1.9477 0.1695 -4.6155 -0.076 -0.145 0.792
H 2.1546 -2.2181 -4.9057 0.448 -0.352 -0.553
H 1.8054 -1.5365 -6.5636 -0.088 -0.109 0.022
H 0.1551 -3.5559 -5.6535 0.417 -0.221 0.414
H -0.7696 -2.1329 -5.7948 0.069 0.694 -0.437
H 0.9177 -1.0366 -2.6448 -0.315 0.066 0.068
H -0.6206 -0.4641 -3.4390 -0.115 -0.197 0.525
C -0.9620 -1.3634 5.2403 0.445 -0.862 0.101
C -2.1814 -1.5348 4.3565 -1.072 -0.099 0.625
C -1.6997 -2.0736 3.0166 -1.151 0.429 0.021
O -0.4087 -1.5751 2.9051 1.291 0.312 0.654
C 0.1759 -1.6000 4.2374 0.038 0.594 -0.447
H -0.9285 -2.1211 6.0232 0.066 -0.220 0.011
H -0.9387 -0.4190 5.7841 0.118 0.203 -0.486
H -2.6324 -0.5456 4.2778 -0.210 -0.147 -0.619
H -2.9055 -2.2134 4.8075 -0.200 0.044 0.053
H -2.3718 -1.7129 2.2379 0.453 0.466 -0.302
H -1.7097 -3.1539 2.8715 0.112 -0.477 0.611
H 0.9288 -0.8156 4.3141 0.049 -0.175 -0.426
H 0.6411 -2.5762 4.3747 0.106 -0.063 0.069
C 0.1325 -4.6316 -0.4645 -1.299 -1.174 -0.786
C -1.2964 -4.1718 -0.9290 0.298 -1.048 0.248
C -1.3559 -2.6604 -0.6898 0.847 -0.844 -1.471
O -0.3114 -2.4238 0.2720 0.155 -0.268 0.387
C 0.7793 -3.4038 0.0429 -0.549 0.860 -0.144
H 0.7512 -5.1233 -1.2152 -0.190 0.408 -0.618
H 0.0851 -5.4374 0.2680 -0.395 0.267 0.508
H -2.0457 -4.6782 -0.3206 -0.033 -0.050 0.123
H -1.4661 -4.5051 -1.9529 -0.112 0.457 -0.132
H -2.3616 -2.2945 -0.4826 0.339 0.086 1.185
H -1.1494 -2.1762 -1.6443 0.549 0.263 0.048
H 1.2917 -3.7330 0.9469 0.184 1.377 0.226
H 1.4187 -2.9825 -0.7329 0.358 0.174 0.443
C 3.0142 1.5280 4.0540 -0.959 0.950 -2.063
C 1.9451 2.6175 3.9252 -2.285 -0.755 -0.790
O 2.3821 3.7639 4.6065 2.053 1.168 0.701
S 4.0220 3.7361 4.7874 -2.226 0.887 -2.316
O 4.3313 4.5270 5.9746 -0.172 -2.338 -1.401
O 4.6139 4.1710 3.5155 -0.489 -1.216 2.505
O 3.9996 2.0760 4.8761 2.334 1.988 2.388
H 3.4500 1.4808 3.0560 -0.033 -0.999 0.022
H 2.5892 0.5949 4.4238 0.633 0.090 0.151
H 0.9437 2.3901 4.2906 0.225 -0.374 0.842
H 1.6370 2.7618 2.8896 0.872 0.560 -0.352
```
Forces are in eV/Å.

A structure of composition CH6N2OS2 at a distorted geometry. Source: OMol25; level of theory: the ωB97M-V functional and the def2-TZVPD basis.

Energy relative to the best compared isomer or geometry (same formula, charge and spin) = 423.3 kJ/mol
Gap between HOMO and LUMO (spin up / spin down) = 8.488 / 8.489 eV
Molecular weight = 126.21 g mol⁻¹
E_tot = -1022.697061 Eh

```
12
Properties=species:S:1:pos:R:3:forces:R:3
C -1.2186 1.2355 -0.0155 -2.225 2.920 -2.552
N 0.0227 -2.0683 0.1783 -0.144 2.585 -3.979
N 0.0779 0.9674 0.5479 0.441 -0.371 0.336
O 1.1316 0.1379 -1.6063 -0.498 0.239 0.809
S 2.8910 -0.2639 0.6583 -1.385 0.552 0.059
S 1.1520 -0.0518 -0.1704 -0.509 -3.525 -0.521
H -1.1445 1.3989 -1.1592 0.352 -0.259 1.847
H -2.0866 0.5376 0.0445 1.141 -0.131 0.730
H -1.6288 2.3024 0.3522 1.169 -2.417 -0.496
H -0.0328 -2.3836 -0.9056 0.225 1.005 3.052
H 0.7595 -2.6304 0.5303 1.281 -0.573 0.489
H 0.0767 0.8181 1.5456 0.152 -0.025 0.225
```
Forces are in eV/Å.

A cluster of 6 separate species, C34H81F2N5O8S2 in total at a distorted geometry. Source: OMol25; level of theory: the ωB97M-V functional and the def2-TZVPD basis.

Energy relative to the best compared isomer or geometry (same formula, charge and spin) = 0.0 kJ/mol
Gap between HOMO and LUMO = 6.634 eV
Molecular weight = 790.18 g mol⁻¹
Net charge = +2
E_tot = -3215.031455 Eh

```
132
Properties=species:S:1:pos:R:3:forces:R:3
N 4.1050 0.3245 -2.9492 -0.516 -1.925 -2.851
S 3.9943 1.8264 -3.0108 2.318 10.269 3.484
O 2.6870 2.4961 -2.8054 1.473 -1.780 -0.686
O 4.9685 2.5940 -3.8515 -2.640 -2.524 1.438
F 4.6542 2.0895 -1.5135 -0.605 -0.486 -0.925
S 3.7693 0.1223 -4.5376 -0.495 -3.267 -4.238
O 4.7384 -0.4643 -5.4190 0.373 0.344 1.799
O 2.9321 1.0640 -5.2709 0.179 -0.114 1.791
F 2.7718 -1.0821 -4.2878 -0.629 -0.566 0.228
C 0.7936 0.3993 -0.9433 -0.529 -0.655 1.234
C 1.4378 -0.0797 0.4308 2.327 -0.335 -1.866
O 1.9527 -1.3737 0.4792 -1.687 -0.627 0.974
H 1.2959 0.1129 -1.8674 0.641 0.108 0.383
H 0.6190 1.4748 -0.9121 0.319 0.237 -0.132
H -0.2045 -0.0264 -1.0459 -0.469 -0.302 0.112
H 0.8042 0.2492 1.2546 -0.964 -0.115 0.526
H 2.3475 0.5077 0.5553 0.027 1.135 -0.074
C 3.5029 -6.0201 -3.1064 0.703 -0.826 -0.160
C 2.5053 -4.8998 -3.0168 0.591 0.963 0.535
C 1.5507 -5.0699 -1.8405 -1.470 -0.117 -0.279
C 0.4800 -3.9337 -1.8009 0.155 -1.148 0.541
N -0.6988 -4.0875 -0.7559 0.413 0.698 0.172
C -1.4390 -5.4068 -0.7987 0.777 -1.089 -0.864
C -0.9752 -6.1857 0.3985 0.531 -1.048 0.397
C -0.6073 -5.1754 1.4166 -1.223 0.281 1.690
C -0.1703 -3.9456 0.7147 1.382 -0.308 -1.520
C -1.6283 -2.9615 -1.0505 -0.055 -0.296 0.113
H 4.2322 -5.8118 -3.8892 -0.104 -0.084 -0.104
H 3.0650 -6.9994 -3.2997 -0.307 0.055 -0.322
H 4.0976 -6.2077 -2.2125 -0.086 0.493 0.317
H 2.0192 -4.7575 -3.9820 -0.455 -0.235 0.105
H 3.0567 -3.9700 -2.8772 0.100 0.171 0.065
H 2.0740 -5.2112 -0.8949 0.236 0.458 0.001
H 1.0726 -6.0340 -2.0139 -0.403 -0.147 0.059
H -0.0345 -3.8832 -2.7604 0.057 0.005 -0.021
H 0.9613 -2.9833 -1.5704 -0.119 0.143 0.212
H -2.5237 -5.3243 -0.8669 0.164 0.575 0.070
H -1.0715 -5.9788 -1.6507 -0.385 0.436 -0.435
H -1.6774 -6.8970 0.8335 -0.234 0.044 -0.460
H -0.0687 -6.7553 0.1939 -0.061 -0.116 -0.497
H -1.5058 -4.9092 1.9734 -0.106 -0.116 0.357
H 0.1011 -5.6011 2.1272 0.151 0.353 -0.018
H -0.5007 -3.0302 1.2056 0.306 0.056 -0.527
H 0.9041 -3.9901 0.5365 -0.002 0.743 0.447
H -1.0658 -2.0281 -1.0696 -0.047 -0.080 0.228
H -2.3709 -2.9987 -0.2535 -0.157 0.380 -0.205
H -2.0886 -3.1238 -2.0252 -0.060 -0.045 0.096
C -0.4402 6.5942 -2.8828 1.342 0.220 -0.493
C -0.4178 5.1921 -2.2580 0.554 -0.841 -1.106
C -0.0260 4.0208 -3.2963 -1.230 1.255 0.810
C -1.1189 3.7802 -4.3448 0.857 -1.586 -0.834
N -0.8516 2.3983 -5.1094 1.298 0.090 -1.218
C -0.6660 1.1427 -4.1471 -0.963 1.766 -0.447
C -1.3613 -0.0547 -4.8691 0.637 1.110 0.051
C -1.7821 0.5207 -6.2737 0.899 -2.572 0.145
C -1.9525 1.9716 -6.1083 -0.126 0.272 1.373
C 0.4073 2.5567 -6.0050 -0.266 0.084 -0.144
H -0.1289 7.3982 -2.2159 -1.111 -0.003 0.696
H -1.3058 6.8256 -3.5036 -0.295 0.054 0.549
H 0.3918 6.7945 -3.5579 0.292 -0.890 -0.544
H -1.3652 5.0374 -1.7417 -0.148 -0.392 -0.082
H 0.3713 5.0611 -1.5175 0.023 0.510 0.142
H 0.1923 3.0970 -2.7605 0.029 0.187 0.129
H 0.9109 4.3740 -3.7271 -0.086 -0.309 -0.260
H -1.0955 4.5508 -5.1154 -0.131 -0.121 -0.076
H -2.1373 3.6725 -3.9715 0.109 0.048 0.292
H 0.3823 1.1129 -3.8498 0.148 -0.405 -0.642
H -1.1628 1.4782 -3.2367 -0.360 -0.347 0.007
H -0.6438 -0.8752 -4.8662 -0.185 -0.072 -0.517
H -2.2278 -0.3711 -4.2886 -0.058 0.090 -0.077
H -1.0474 0.2696 -7.0387 0.425 0.171 0.233
H -2.6609 0.0353 -6.6983 -0.336 0.157 0.429
H -1.8872 2.4181 -7.1005 -0.045 0.806 0.558
H -2.9019 2.0930 -5.5867 -0.097 0.712 -0.235
H 1.3169 2.8570 -5.4848 -0.400 0.003 0.405
H 0.1535 3.2550 -6.8026 -0.041 0.349 0.331
H 0.6628 1.6424 -6.5407 -0.290 -0.303 0.531
C 2.0640 -1.1997 7.2747 -0.237 -0.251 0.955
O 2.2278 -0.9456 5.9064 1.260 0.976 -1.364
C 3.5781 -1.1613 5.3688 -1.271 -1.186 -0.104
C 3.5006 -1.2139 3.7829 -1.140 -0.414 1.374
N 2.1819 -1.9044 3.3679 1.982 -0.302 2.179
H 1.4195 -1.4109 3.8098 -0.390 -0.036 0.333
H 2.1006 -1.7685 2.3704 -0.268 0.555 -2.453
C 2.0459 -3.4386 3.6024 -0.716 1.885 -0.681
C 0.7668 -3.6825 4.3947 -1.910 -0.066 -1.154
O -0.3413 -2.8922 3.8364 -0.075 0.201 -0.017
C -1.6549 -3.1837 4.4617 2.442 -0.169 0.089
H 1.1820 -0.6719 7.6375 -0.438 -0.390 -0.459
H 2.7868 -0.8351 8.0046 0.911 0.230 -0.645
H 2.0060 -2.2765 7.4335 -0.283 -0.142 0.189
H 3.8636 -2.1377 5.7604 0.291 -0.277 -0.190
H 4.3034 -0.4646 5.7889 -0.144 0.374 -0.428
H 4.2710 -1.8143 3.2991 0.244 0.262 0.368
H 3.4992 -0.2069 3.3657 -0.159 -0.175 -0.153
H 2.8942 -3.9501 4.0573 0.142 0.615 0.165
H 2.0213 -3.6930 2.5428 -0.444 -0.960 0.246
H 0.8537 -3.4960 5.4651 0.233 0.085 0.002
H 0.4074 -4.6942 4.2069 0.612 -0.465 0.468
H -1.5933 -2.6968 5.4349 -0.593 -0.147 0.122
H -1.6884 -4.2681 4.5668 -0.452 -0.022 0.176
H -2.4907 -2.8257 3.8607 0.408 0.115 -0.129
C -2.4040 0.4219 3.6536 -1.088 -0.571 -1.219
C -1.6148 1.4842 2.8396 -0.652 0.237 1.846
N -2.0942 2.9366 3.0632 -0.481 0.579 0.438
C -1.5900 3.4624 4.4348 -0.018 -0.462 -0.860
C -1.5284 3.8337 1.9759 1.480 -0.471 -0.264
C 0.0306 3.7995 1.8554 -0.519 -0.207 0.338
C -3.6654 2.9996 3.0426 0.481 0.289 0.956
C -4.2797 4.4085 2.9452 0.474 -0.400 -0.979
O -4.3028 4.8070 1.5795 0.535 -0.398 0.098
C -4.2910 6.2211 1.4198 -0.076 -0.350 -0.108
H -2.1761 -0.5581 3.2341 0.932 -0.046 0.244
H -3.4617 0.3689 3.3956 -0.259 0.745 -0.168
H -2.4346 0.3355 4.7397 0.869 0.558 -0.022
H -1.6768 1.2724 1.7722 0.109 0.082 0.128
H -0.5915 1.5070 3.2145 0.069 -0.177 -0.554
H -0.5232 3.2654 4.5410 -0.129 -0.217 -0.255
H -2.1135 2.9527 5.2436 -0.125 0.197 -0.180
H -1.6883 4.5477 4.4585 -0.402 -0.187 0.068
H -1.8219 4.8656 2.1690 -0.312 -0.276 0.022
H -1.9730 3.4597 1.0536 -0.077 0.324 -0.009
H 0.4349 2.8343 1.5502 -0.201 -0.029 -0.228
H 0.5496 4.0502 2.7805 -0.215 0.161 0.117
H 0.3516 4.5476 1.1305 -0.198 -0.080 -0.094
H -3.8894 2.5598 4.0144 -0.377 0.114 -0.081
H -4.0924 2.3371 2.2897 0.487 0.133 -0.276
H -3.6948 5.0991 3.5527 -0.018 0.243 0.110
H -5.3098 4.4093 3.3017 0.014 -0.260 0.399
H -5.2292 6.6084 1.8172 0.196 0.472 0.084
H -4.1995 6.4702 0.3626 -0.231 -0.283 0.012
H -3.3977 6.6225 1.8984 -0.127 0.347 0.350
```
Forces are in eV/Å.

Which formula does entry 3 have?
C34H81F2N5O8S2